Model P:
45
Properties=species:S:1:pos:R:3:mulliken_charge:R:1 method="wB97M-V/def2-TZVPD" charge=0 e_lumo_ev=0.75 homo_ev=-8.020 smiles="Cc1cc(C)nc(N2CCC(C(=O)NCc3ccco3)CC2)n1"
C -3.53 -3.38 -0.55 -1.316
C -3.53 -1.93 -0.18 0.757
C -4.45 -1.41 0.73 -0.767
C -4.36 -0.05 1.02 0.695
C -5.29 0.61 1.99 -1.279
N -3.45 0.72 0.45 -0.376
C -2.61 0.14 -0.42 0.328
N -1.71 0.93 -1.04 0.083
C -1.51 2.30 -0.63 -0.778
C -0.02 2.60 -0.48 -0.914
C 0.70 1.34 0.01 0.781
C 2.17 1.64 0.33 -0.082
O 2.77 2.60 -0.09 -0.682
N 2.74 0.71 1.13 -0.173
C 4.17 0.71 1.41 -0.995
C 4.88 -0.33 0.60 0.466
C 5.29 -0.34 -0.69 -0.334
C 5.85 -1.62 -0.92 -0.494
C 5.73 -2.30 0.25 -0.439
O 5.13 -1.53 1.18 -0.356
C 0.65 0.26 -1.08 -0.647
C -0.67 0.38 -1.87 -1.098
N -2.61 -1.16 -0.74 -0.302
H -2.71 -3.58 -1.23 0.331
H -3.43 -4.00 0.34 0.324
H -4.47 -3.63 -1.04 0.297
H -5.20 -2.04 1.19 0.385
H -5.19 0.15 2.97 0.314
H -6.32 0.48 1.66 0.308
H -5.06 1.66 2.06 0.331
H -2.04 2.44 0.31 0.489
H -1.95 2.97 -1.38 0.169
H 0.43 2.91 -1.42 0.280
H 0.13 3.41 0.24 0.424
H 0.20 0.98 0.92 0.298
H 2.22 -0.12 1.38 0.284
H 4.33 0.52 2.47 0.346
H 4.53 1.70 1.13 0.372
H 5.22 0.47 -1.39 0.546
H 6.29 -1.98 -1.83 0.414
H 6.02 -3.29 0.54 0.464
H 1.49 0.38 -1.77 0.406
H 0.72 -0.73 -0.62 0.315
H -1.00 -0.60 -2.22 0.472
H -0.54 1.04 -2.73 0.354

---

Model Q:
45
Properties=species:S:1:pos:R:3:mulliken_charge:R:1 method="wB97M-V/def2-TZVPD" charge=0 e_lumo_ev=-0.76 homo_ev=-7.921 smiles="NC(=O)C1=CC=CC2=NN(C3CCN(C4CCC4)CC3)C(=O)[C@H]12"
N -2.13 -0.13 -4.83 -0.346
C -1.87 1.17 -5.10 0.389
O -1.94 1.45 -6.24 -0.641
C -1.44 2.18 -4.07 -0.062
C -0.81 3.29 -4.68 -0.503
C -0.18 4.28 -3.79 -0.388
C 0.08 3.98 -2.44 -0.687
C -0.28 2.66 -1.96 0.281
N 0.41 1.90 -1.13 -0.945
N -0.14 0.65 -1.03 0.885
C 0.20 -0.30 0.04 -0.132
C 0.26 0.50 1.30 -0.538
C 1.00 -0.25 2.42 -0.877
N 1.00 -1.71 2.21 0.222
C 0.63 -2.66 3.30 0.121
C 1.54 -2.56 4.47 -0.815
C 0.47 -2.02 5.36 -0.379
C -0.55 -2.15 4.26 -1.011
C 1.39 -2.20 0.81 -0.821
C 1.33 -1.16 -0.31 -0.852
C -1.18 0.48 -1.90 0.290
O -1.94 -0.49 -2.09 -0.843
C -1.40 1.83 -2.51 0.832
H -2.23 -0.80 -5.61 0.217
H -2.13 -0.52 -3.86 0.240
H -0.78 3.42 -5.76 0.413
H 0.23 5.20 -4.08 0.427
H 0.72 4.64 -1.78 0.351
H -0.65 -0.98 0.18 0.074
H -0.75 0.95 1.61 0.301
H 0.82 1.48 1.20 0.333
H 2.07 0.06 2.58 0.263
H 0.54 -0.02 3.37 0.350
H 0.37 -3.68 3.04 0.555
H 2.17 -3.46 4.73 0.340
H 2.21 -1.72 4.21 0.202
H 0.73 -0.92 5.64 0.181
H 0.34 -2.56 6.28 0.326
H -1.28 -2.87 4.59 0.302
H -1.00 -1.26 3.90 0.295
H 2.41 -2.47 0.77 0.335
H 0.81 -3.11 0.46 0.361
H 2.19 -0.52 -0.34 0.375
H 1.18 -1.69 -1.21 0.352
H -2.40 2.12 -2.03 0.227

---

Energies, relative to the best one, in eV: model P 0.000; model Q 5.252.

---

Model P:
8
Properties=species:S:1:pos:R:3:mulliken_charge:R:1 method="wB97M-V/def2-TZVPD" charge=0 e_lumo_ev=-0.99 homo_ev=-8.831 smiles="O=NNC(=S)S"
O 2.72 -0.62 -0.21 -0.311
N 1.82 0.10 -0.10 0.207
N 0.45 -0.63 0.14 -0.131
C -0.69 0.06 0.08 0.423
S -2.04 -0.87 -0.15 -0.383
S -0.61 1.77 0.04 -0.162
H 0.26 -1.54 0.40 0.197
H -1.91 1.74 -0.20 0.161

---

Model Q:
8
Properties=species:S:1:pos:R:3:mulliken_charge:R:1 method="wB97M-V/def2-TZVPD" charge=0 e_lumo_ev="-0.98 / -0.98" homo_ev="-8.579 / -8.579" smiles="NC(=S)SN=O"
N -0.90 1.16 0.82 -0.435
C -0.39 0.25 -0.06 0.411
S -0.72 0.29 -1.71 -0.348
S 0.40 -1.13 0.60 -0.089
N 1.50 -1.98 -0.66 0.202
O 2.32 -1.49 -1.31 -0.175
H -0.72 1.08 1.86 0.232
H -1.49 1.82 0.45 0.202

---

Energies, relative to the best one, in eV: model P 0.145; model Q 0.000.

---

Model P:
15
Properties=species:S:1:pos:R:3:mulliken_charge:R:1 method="wB97M-V/def2-TZVPD" charge=0 e_lumo_ev="0.64 / 0.64" homo_ev="-8.590 / -8.590" smiles="CN1CC=[N+]([O-])[Si@H]1Cl"
C -1.07 -1.02 -0.38 -0.923
N 0.22 -0.38 -0.30 0.198
C 0.45 0.48 0.84 -0.493
C 1.79 1.10 0.67 -0.398
N 2.38 0.84 -0.45 0.613
O 3.51 1.26 -0.81 -0.755
Si 1.38 -0.19 -1.54 0.064
Cl 2.24 -1.86 -2.18 -0.195
H -1.04 -1.77 -1.16 0.294
H -1.30 -1.50 0.58 0.322
H -1.86 -0.30 -0.61 0.311
H 0.41 -0.11 1.77 0.298
H -0.33 1.25 0.92 0.291
H 2.25 1.72 1.42 0.428
H 1.00 0.80 -2.93 -0.055

---

Model Q:
15
Properties=species:S:1:pos:R:3:mulliken_charge:R:1 method="wB97M-V/def2-TZVPD" charge=0 e_lumo_ev="-0.15 / -0.15" homo_ev="-8.049 / -8.049"
C 1.20 1.51 -0.02 -0.409
C -0.08 0.99 0.55 -0.525
C -1.71 -0.79 0.64 -1.052
N -0.49 -0.30 0.03 0.225
N 1.87 0.82 -0.86 0.233
O 2.93 1.04 -1.47 -0.644
Si 0.47 -1.26 -0.99 0.406
Cl 1.30 -2.91 -0.20 -0.187
H 1.51 2.51 0.28 0.423
H 0.01 0.94 1.65 0.309
H -0.87 1.73 0.34 0.297
H -2.33 0.04 0.97 0.347
H -2.28 -1.37 -0.09 0.344
H -1.50 -1.43 1.50 0.309
H -0.03 -1.51 -2.32 -0.077

---

Energies, relative to the best one, in eV: model P 0.000; model Q 1.336.

---

Model P:
8
Properties=species:S:1:pos:R:3:mulliken_charge:R:1 method="wB97M-V/def2-TZVPD" charge=0 e_lumo_ev="-0.42 / -1.51" homo_ev="-8.594 / -8.091"
N -1.46 1.16 -0.46 -0.281
N 1.49 -1.28 0.17 -0.392
S -2.33 -0.13 -0.02 -0.189
S 1.84 0.36 0.04 -0.122
H -0.41 1.11 -0.66 0.202
H -1.96 2.04 -0.38 0.245
H 0.63 -1.43 0.69 0.269
H 2.20 -1.83 0.62 0.268

---

Model Q:
8
Properties=species:S:1:pos:R:3:mulliken_charge:R:1 method="wB97M-V/def2-TZVPD" charge=0 e_lumo_ev="-0.63 / -0.68" homo_ev="-8.369 / -8.217"
N -1.57 0.19 -2.04 -0.397
N 1.63 -0.11 2.00 -0.387
S -1.75 0.50 -0.43 -0.119
S 1.32 -0.86 0.57 -0.121
H -2.08 -0.60 -2.41 0.258
H -0.65 0.35 -2.44 0.260
H 1.01 -0.27 2.78 0.253
H 2.09 0.79 1.99 0.255

---

Energies, relative to the best one, in eV: model P 0.107; model Q 0.000.